Record 1
Formula: C2H4FPS
Source: the OMol25 dataset
Level of theory: ωB97M-V/def2-TZVPD

```
! RIJCOSX wB97M-V def2-TZVPD def2/J DEFGRID3
* xyz 0 1
S 1.541 0.416 -0.609
P 2.132 -0.896 0.918
F 1.562 2.157 0.107
C 0.010 -0.018 -0.776
C -0.970 -0.328 0.326
H -0.567 0.071 -1.777
H -0.982 -1.454 0.551
H -2.020 -0.108 -0.052
H -0.706 0.159 1.312
*
```

## Properties
molar mass = 110.09 g/mol
gap between HOMO and LUMO (alpha / beta) = 6.65 / 6.90 eV
SMILES = C/C=S(\F)#P
DFT total energy = -917.84752 a.u.
energy relative to the best compared isomer or geometry (same formula, charge and spin) = 70.5 kcal/mol

Population analysis type Löwdin, resulting atomic charges in e:
1. S 0.563
2. P 0.493
3. F -0.549
4. C -0.629
5. C -0.224
6. H 0.102
7. H 0.081
8. H 0.086
9. H 0.078

---

Record 2
Formula: C16H10ClF5OV
Source: the OMol25 dataset
Level of theory: ωB97M-V/def2-TZVPD

```
! RIJCOSX wB97M-V def2-TZVPD def2/J DEFGRID3
* xyz -2 4
V -0.165 0.046 -1.294
Cl 1.054 1.892 -0.419
F -4.272 1.290 5.403
F -1.672 0.494 5.211
F -0.427 0.534 2.820
F -5.606 2.148 3.143
F -4.398 2.123 0.683
O -1.803 1.347 0.496
C -2.335 0.877 4.082
C -0.539 -1.508 0.365
C -0.894 0.326 -3.982
C 0.848 -1.445 0.000
C -0.270 -1.751 -1.983
C -1.725 0.923 2.864
C 1.050 -1.539 -1.410
C 1.091 1.380 -3.471
C -2.373 1.384 1.649
C -3.731 1.713 1.812
C 0.534 0.204 -4.019
C -1.212 1.587 -3.371
C -4.333 1.715 3.035
C -1.232 -1.694 -0.866
C 0.020 2.241 -3.101
C -3.644 1.302 4.196
H -2.178 2.034 -3.366
H 2.125 1.655 -3.530
H -0.930 -1.706 1.370
H -1.599 -0.304 -4.507
H 1.643 -1.536 0.722
H 2.019 -1.653 -1.906
H 1.081 -0.533 -4.602
H 0.111 3.277 -2.839
H -0.481 -1.955 -2.985
H -2.290 -1.870 -1.005
*
```

## Properties
molar mass = 399.64 g/mol
gap between HOMO and LUMO (alpha / beta) = 5.10 / 5.42 eV
DFT total energy = -2594.38035 a.u.
expectation value of S² = 3.762
energy relative to the best compared isomer or geometry (same formula, charge and spin) = 43.9 kcal/mol

Population analysis type Löwdin, resulting atomic charges in e:
1. V 0.502
2. Cl -0.057
3. F 0.035
4. F 0.061
5. F 0.060
6. F 0.064
7. F 0.053
8. O -0.113
9. C -0.177
10. C -0.148
11. C -0.227
12. C -0.198
13. C -0.280
14. C -0.143
15. C -0.245
16. C -0.248
17. C -0.319
18. C -0.153
19. C -0.236
20. C -0.188
21. C -0.176
22. C -0.199
23. C -0.289
24. C -0.179
25. H 0.062
26. H 0.066
27. H 0.110
28. H 0.065
29. H 0.097
30. H 0.107
31. H 0.076
32. H 0.059
33. H 0.063
34. H 0.093

---

Record 3
Formula: C27H83N5O12
Source: the OMol25 dataset
Level of theory: ωB97M-V/def2-TZVPD

```
! RIJCOSX wB97M-V def2-TZVPD def2/J DEFGRID3
* xyz 0 1
O 1.068 4.551 4.556
O -2.105 4.593 1.163
O 0.423 -2.826 -0.992
O 0.857 5.713 -0.337
O -1.799 -3.587 -5.111
O 3.299 1.352 1.325
O -3.389 -0.158 -2.556
O 0.958 4.038 -4.681
O 5.480 3.657 -2.394
O 0.707 0.818 0.113
O -4.476 -1.916 1.569
O 2.645 -2.341 3.985
N -2.383 -0.773 -5.244
N -1.614 -0.795 -0.426
N -2.229 3.032 3.866
N -0.824 -6.203 -0.320
N 3.750 -4.921 1.591
C -0.866 -4.440 1.324
C 1.983 -1.446 3.114
C -3.255 1.245 -2.808
C 2.818 -4.311 2.511
C -2.478 3.834 0.016
C -0.779 3.049 4.153
C -2.847 0.374 1.356
C 4.117 3.638 -1.971
C 4.213 0.574 0.563
C 1.621 -2.254 -1.451
C -0.291 4.484 4.105
C 0.399 4.210 -3.398
C -0.018 2.173 3.169
C 1.786 5.400 0.703
C -0.208 -0.290 -4.291
C -2.443 -0.996 0.771
C 0.677 1.886 -0.831
C 1.477 5.895 4.669
C -3.640 -1.878 0.454
C -1.623 -4.912 -4.666
C 2.075 -5.336 3.380
C -1.036 -1.302 -5.071
C -5.723 -2.543 1.328
C 0.520 -4.225 -0.769
C -0.752 -4.721 -0.147
C -0.972 -2.679 -4.412
C 3.509 -3.211 3.326
H 1.864 4.311 0.771
H 1.049 2.344 3.339
H -1.800 -6.462 -0.208
H -2.824 -0.580 -4.332
H 1.933 -2.667 -2.418
H 1.539 5.890 1.643
H 4.630 -0.231 1.175
H 0.270 4.174 -5.337
H -2.692 3.863 4.228
H 1.474 6.337 3.663
H 3.982 4.057 -0.976
H -3.285 -2.882 0.162
H 1.566 -6.049 2.728
H -0.587 -5.265 -4.740
H 1.325 -0.768 3.650
H 1.373 -1.993 2.389
H 2.707 -5.894 4.072
H 3.584 4.316 -2.642
H 0.759 -4.750 -1.703
H -0.889 5.172 4.713
H -1.915 -4.949 -3.609
H -0.217 -5.015 1.985
H 0.851 6.487 5.344
H 5.479 3.683 -3.353
H 1.288 -4.826 3.946
H 1.547 1.813 -1.490
H -2.988 0.327 2.431
H 1.108 4.297 -2.576
H 0.056 -3.058 -4.403
H -1.145 -1.651 -0.746
H 3.787 0.088 -0.317
H 4.534 -5.402 2.024
H 3.298 -5.660 1.061
H 4.176 -3.723 4.030
H -2.236 1.634 -2.814
H -5.606 -3.631 1.363
H -6.134 -2.147 0.400
H -0.356 4.867 3.078
H 2.768 5.742 0.357
H -0.561 -1.369 -6.055
H -0.600 -3.393 1.521
H -1.613 3.413 -0.503
H 4.217 -2.630 2.713
H -1.798 -1.505 1.496
H 2.030 -3.868 1.893
H 0.677 2.824 -0.274
H -0.226 1.771 -1.423
H -3.703 0.778 0.813
H -0.709 2.713 5.189
H -0.195 1.109 3.332
H -3.039 4.487 -0.660
H 1.362 -4.338 -0.070
H -2.986 -1.485 -5.648
H -3.690 1.461 -3.783
H -0.173 3.326 -3.088
H -4.078 -1.550 -0.500
H -2.227 -5.557 -5.299
H 1.492 -1.183 -1.580
H 0.194 6.284 0.052
H 1.409 0.951 0.763
H -3.147 3.011 0.257
H -0.217 0.692 -4.758
H 2.760 -0.870 2.601
H -2.026 1.072 1.164
H 0.812 -0.668 -4.169
H -2.735 -0.286 -1.812
H -1.740 5.413 0.823
H 3.836 1.985 1.811
H -1.600 -4.285 -0.688
H -0.172 2.352 2.103
H -2.356 3.167 2.866
H -1.327 -2.540 -3.382
H -6.412 -2.340 2.148
H -0.615 -6.495 -1.272
H 5.020 1.164 0.120
H -3.840 1.803 -2.070
H -0.830 -0.204 -0.122
H -0.565 -0.163 -3.264
H 2.503 5.932 5.034
H -0.288 5.058 -3.354
H 2.444 -2.450 -0.754
H -1.877 -4.474 1.738
H 3.687 2.638 -2.033
*
```

## Properties
molar mass = 669.98 g/mol
gap between HOMO and LUMO = 8.68 eV
SMILES = COC[C@H](C)N.COC[C@H](C)N.COC[C@H](C)N.COC[C@H](C)N.COC[C@H](C)N.CO.CO.CO.CO.CO.CO.CO
DFT total energy = -2254.93856 a.u.
energy relative to the best compared isomer or geometry (same formula, charge and spin) = 20.8 kcal/mol

Atomic partial charges in e from the Löwdin method, atoms 1 to 99:
1. O -0.187
2. O -0.130
3. O -0.227
4. O -0.123
5. O -0.184
6. O -0.136
7. O -0.186
8. O -0.107
9. O -0.119
10. O -0.164
11. O -0.173
12. O -0.166
13. N 0.054
14. N 0.062
15. N 0.046
16. N 0.037
17. N 0.033
18. C -0.053
19. C -0.071
20. C -0.156
21. C -0.451
22. C -0.132
23. C -0.401
24. C -0.032
25. C -0.151
26. C -0.138
27. C -0.099
28. C -0.213
29. C -0.170
30. C -0.046
31. C -0.123
32. C -0.064
33. C -0.387
34. C -0.124
35. C -0.120
36. C -0.228
37. C -0.113
38. C -0.060
39. C -0.429
40. C -0.092
41. C -0.187
42. C -0.418
43. C -0.212
44. C -0.219
45. H 0.064
46. H 0.077
47. H 0.072
48. H 0.034
49. H 0.088
50. H 0.059
51. H 0.072
52. H 0.078
53. H 0.067
54. H 0.064
55. H 0.064
56. H 0.112
57. H 0.066
58. H 0.084
59. H 0.083
60. H 0.076
61. H 0.078
62. H 0.079
63. H 0.129
64. H 0.122
65. H 0.081
66. H 0.058
67. H 0.089
68. H 0.074
69. H 0.080
70. H 0.076
71. H 0.081
72. H 0.050
73. H 0.121
74. H 0.066
75. H 0.076
76. H 0.075
77. H 0.069
78. H 0.130
79. H 0.054
80. H 0.085
81. H 0.090
82. H 0.106
83. H 0.077
84. H 0.135
85. H 0.065
86. H 0.059
87. H 0.117
88. H 0.122
89. H 0.091
90. H 0.063
91. H 0.053
92. H 0.081
93. H 0.139
94. H 0.072
95. H 0.088
96. H 0.111
97. H 0.069
98. H 0.078
99. H 0.054

---

Record 4
Formula: C4H4N2O
Source: the OMol25 dataset
Level of theory: ωB97M-V/def2-TZVPD

```
! RIJCOSX wB97M-V def2-TZVPD def2/J DEFGRID3
* xyz 0 1
O -2.329 -0.800 -0.819
N -0.922 0.968 -0.495
N 1.401 0.559 0.241
C 0.385 1.350 -0.181
C -0.198 -1.229 0.147
C -1.256 -0.403 -0.401
C 1.062 -0.729 0.398
H 0.689 2.301 -0.634
H -0.275 1.666 0.735
H -0.415 -2.285 0.283
H 1.857 -1.398 0.725
*
```

## Properties
molar mass = 96.09 g/mol
gap between HOMO and LUMO (alpha / beta) = 7.49 / 7.63 eV
DFT total energy = -339.44740 a.u.
energy relative to the best compared isomer or geometry (same formula, charge and spin) = 84.3 kcal/mol

Population analysis type Löwdin, resulting atomic charges in e:
1. O 0.045
2. N 0.180
3. N 0.074
4. C -0.318
5. C 0.049
6. C -0.512
7. C -0.134
8. H 0.145
9. H 0.240
10. H 0.118
11. H 0.113